1.
This record from OMol25 describes C22H25FeOS as an isolated structure at a distorted geometry. The level of theory is ωB97M-V with the def2-TZVPD basis set.

The value obtained for the HOMO energy (alpha / beta) is 0.2 / -5.0 eV. Its LUMO energy (alpha / beta) is 2.67 / 2.37 eV. The value obtained for the orbital gap (alpha / beta) is 2.42 / 7.40 eV. The calculation puts the molar mass at 393.35 Da. The total energy is -2590.1327 a.u. As for the expectation value of S²: 6.07.

Geometry as ORCA input:
```
! wB97M-V def2-TZVPD RIJCOSX def2/J DEFGRID3
* xyz -1 5
C 2.617 -3.446 2.742
H 1.616 -0.682 4.425
C 0.638 -2.233 3.123
H 3.282 -4.268 2.500
H 0.600 -4.230 2.026
H -4.443 -1.754 -1.599
C -1.548 0.364 -1.211
H -2.077 2.638 -2.743
H -1.253 4.679 -3.962
H 0.920 5.723 -3.275
H -0.719 -0.386 0.633
H 0.044 -3.017 -0.973
C 1.823 -0.010 1.018
C 0.733 3.269 -0.904
H -3.072 -1.334 -2.667
C 2.941 -2.264 3.526
Fe 2.083 -1.787 1.825
C -1.092 1.575 -0.551
H 2.155 4.854 -1.269
C 0.525 4.867 -2.717
H 3.909 -2.055 3.959
O -1.215 1.741 0.686
H -0.428 -2.013 3.219
C 2.287 -1.982 -0.144
C 3.219 -0.285 1.188
H -4.463 1.517 -1.274
S -3.009 -0.252 -0.477
C -3.802 -0.944 -1.952
C -0.447 2.637 -1.368
H 1.207 2.923 0.023
H -4.396 -0.128 -2.385
H 1.253 0.854 1.330
C -4.130 1.211 -0.270
H -1.553 -2.359 -1.312
H -4.962 0.784 0.328
H 3.936 0.354 1.724
H 4.514 -1.967 0.313
C -0.177 -1.025 -0.195
C 1.233 4.367 -1.605
C -1.139 3.127 -2.475
H -1.244 0.048 -2.237
C -0.663 4.269 -3.137
H -1.159 -2.775 0.360
C -0.741 -2.319 -0.560
H -3.621 2.024 0.265
C 1.179 -3.427 2.484
C 3.523 -1.518 0.465
C 1.723 -1.536 3.763
H 2.150 -2.824 -0.821
C 1.240 -1.005 0.158
*
```

2.
This record from OMol25 describes C37H44InN2O8PSTe2 as an isolated structure at a distorted geometry. The level of theory is ωB97M-V with the def2-TZVPD basis set.

The value obtained for the HOMO energy (alpha / beta) is -3.0 / -5.0 eV. Its LUMO energy (alpha / beta) is 1.88 / 1.87 eV. The value obtained for the orbital gap (alpha / beta) is 4.90 / 6.86 eV. The calculation puts the molar mass at 1077.82 Da. The total energy is -3613.6969 a.u. As for the expectation value of S²: 0.76.

Geometry as ORCA input:
```
! wB97M-V def2-TZVPD RIJCOSX def2/J DEFGRID3
* xyz -1 2
C 2.166 1.898 -5.310
O 3.681 -1.721 2.262
C 2.078 0.559 -5.673
C 1.150 2.774 0.442
O -0.815 3.081 1.783
H -2.797 -2.083 -3.251
O -1.407 -1.645 -0.789
H 1.036 -5.895 2.111
C -0.075 2.270 1.166
C -1.303 -1.110 3.355
In 0.591 -0.449 -0.368
C 1.101 -0.593 4.160
H 1.088 -0.105 5.139
C 2.075 -0.434 -4.706
H -5.233 0.335 6.356
C -5.036 0.768 5.379
H -3.271 -2.884 -0.724
C -2.696 0.148 5.838
H -2.926 -0.425 -3.803
C -0.421 -3.260 0.555
C -0.022 -2.761 4.550
H -3.427 1.998 -3.419
C -4.174 2.345 -2.699
C -0.270 -4.569 1.080
H -5.256 -2.399 -3.606
C 2.690 -1.513 1.566
O -2.617 -3.497 -0.352
H 1.522 3.640 0.987
P -3.071 0.376 -1.161
C -3.469 -1.222 -3.297
H -1.074 -5.282 0.943
H -8.133 0.780 4.600
H -4.443 -1.852 -5.091
S 2.130 -1.398 -2.145
H -3.574 -0.840 1.891
H -5.162 2.161 -3.133
C 2.294 1.236 -2.998
H 1.920 2.001 0.413
C -4.195 2.821 1.733
H -2.989 0.392 6.860
H 2.154 2.671 -6.068
H -4.604 4.126 -1.587
H -4.230 4.412 -3.306
C -5.753 2.012 3.493
C 0.893 -4.894 1.722
O 2.371 -0.395 1.018
N 0.585 -2.347 0.728
H -4.411 2.271 0.823
H -3.146 3.108 1.691
C 1.912 -3.925 1.890
H 1.997 -1.478 -4.983
H -4.452 -1.481 3.285
H 2.004 0.290 -6.720
Te -1.429 0.974 2.947
C -7.472 1.385 5.225
N -0.295 0.956 1.258
C 2.288 2.229 -3.968
H 2.392 3.267 -3.675
H -1.710 0.576 5.668
H 0.904 -3.056 5.032
H -3.987 -2.555 1.956
H -3.062 -3.971 3.745
H -6.523 2.572 2.969
H -2.931 4.005 -2.150
C -2.232 -3.274 3.825
H 2.835 -4.136 2.410
H -2.609 -0.936 5.765
C -1.078 -3.659 4.486
H -1.559 -5.752 4.579
H 0.891 3.080 -0.570
H 2.428 1.496 -1.954
C -2.368 -2.017 3.248
C 1.699 -2.663 1.376
H -5.396 -0.709 -4.118
H 1.172 0.164 3.387
C -3.736 0.705 4.883
H 0.069 -5.353 5.152
C -4.724 -1.569 -4.075
Te -0.989 1.069 -2.239
O -4.086 1.620 -1.482
C -0.968 -5.017 5.127
C -1.488 -2.765 -0.209
H 2.011 -1.190 4.090
H -1.338 -4.983 6.155
C -4.476 1.981 2.949
O -3.829 -0.828 -1.971
C -3.971 3.823 -2.423
H -4.815 3.719 1.752
C -3.669 -1.699 2.552
C 2.165 -0.114 -3.346
O -3.256 0.131 0.288
C -3.488 1.226 3.595
C -6.069 1.372 4.681
C -0.109 -1.490 3.999
H -7.876 2.399 5.243
H -7.500 0.980 6.236
*
```